(1)
2 unconnected molecules or ions with the total composition CH2ClF2NS, computed with ωB97M-V with the def2-TZVPD basis set.

lowest unoccupied orbital energy: -1.719 eV
gap between HOMO and LUMO: 8.1 eV

Each line ends with the Mulliken charge.
Positions of all 8 atoms, in Å:
C -0.17 0.22 -0.03  -0.045
N -1.96 -1.12 -0.07  -0.413
F -3.73 0.29 1.24  -0.319
F -3.96 0.23 -1.14  -0.327
S -3.39 -0.88 0.05  0.547
Cl -0.77 1.77 -0.16  0.018
H 0.26 -0.22 -0.91  0.265
H 0.13 -0.12 0.95  0.275

(2)
CH2ClF2NS in the gas phase, computed with ωB97M-V with the def2-TZVPD basis set.

lowest unoccupied orbital energy: -0.258 eV
gap between HOMO and LUMO: 10.6 eV

Each line ends with the Mulliken charge.
Positions of all 8 atoms, in Å:
C 0.43 1.56 0.59  -0.317
N 1.25 0.44 0.99  -0.338
F 2.55 0.27 -1.24  -0.277
F 3.84 1.29 0.59  -0.225
S 2.72 0.09 0.47  0.678
Cl -0.61 1.11 -0.84  -0.171
H 0.96 2.41 0.38  0.305
H -0.04 1.72 1.56  0.344

(3)
2 unconnected molecules or ions with the total composition CH2ClF2NS, computed with ωB97M-V with the def2-TZVPD basis set.

lowest unoccupied orbital energy (spin up / spin down): -1.786 / -3.251 eV
gap between HOMO and LUMO (spin up / spin down): 8.6 / 5.7 eV

Each line ends with the Mulliken charge.
Positions of all 8 atoms, in Å:
C -0.55 -0.42 -0.04  -0.278
N 1.87 -0.82 1.30  -0.329
F 2.67 -1.51 -1.08  -0.324
F 2.92 0.80 -0.48  -0.325
S 3.01 -0.69 0.42  0.571
Cl -1.18 -1.93 -0.15  0.031
H 0.09 -0.07 -0.83  0.320
H -0.79 0.19 0.81  0.334

What should be chosen as the least stable of them? Choose (3).

(1)
A molecular structure, C2H4N2O3, computed with ωB97M-V with the def2-TZVPD basis set.

lowest unoccupied orbital energy: -0.223 eV
gap between HOMO and LUMO: 9.1 eV

Each line ends with the Mulliken charge.
Positions of all 11 atoms, in Å:
N 0.02 0.17 0.39  0.104
C -0.60 -1.55 -0.19  0.381
N -0.77 1.24 0.08  -0.489
C 0.53 -0.72 -1.03  0.108
O 1.21 0.45 1.17  -0.444
O -1.67 -1.92 -0.02  -0.271
O 0.21 -0.35 -2.15  -0.562
H 1.01 0.09 2.05  0.347
H -1.19 1.66 0.90  0.220
H -0.29 1.92 -0.50  0.231
H 1.54 -1.00 -0.70  0.376

(2)
C2H4N2O3 in the gas phase, computed with ωB97M-V with the def2-TZVPD basis set.

lowest unoccupied orbital energy: 0.704 eV
gap between HOMO and LUMO: 10.1 eV

Each line ends with the Mulliken charge.
Positions of all 11 atoms, in Å:
C 1.29 -0.29 -0.04  0.373
C -1.30 -0.08 -0.46  -0.053
N 1.59 0.93 0.39  -0.080
N 0.00 0.52 -0.85  -0.188
O 1.70 -1.36 -0.07  -0.422
O 0.40 1.58 -0.05  -0.197
O -1.29 -0.90 0.64  -0.530
H -1.75 -0.61 -1.35  0.239
H -2.05 0.70 -0.16  0.227
H 1.97 1.19 1.33  0.294
H -0.57 -1.67 0.62  0.339

(3)
A molecular structure, C2H4N2O3, computed with ωB97M-V with the def2-TZVPD basis set.

lowest unoccupied orbital energy: 0.353 eV
gap between HOMO and LUMO: 10.3 eV

Each line ends with the Mulliken charge.
Positions of all 11 atoms, in Å:
C 0.00 -1.59 -0.03  0.565
C 0.04 0.22 -0.13  0.541
N 0.86 0.61 -1.09  -0.374
O -0.31 2.17 0.73  -0.598
O -0.82 -2.16 0.83  -0.445
N -0.47 0.45 0.96  -0.373
O 0.68 -2.17 -0.83  -0.512
H -1.20 2.46 0.96  0.301
H -1.22 -1.46 1.38  0.428
H 1.09 1.59 -1.16  0.221
H 1.36 -0.10 -1.61  0.247

What should be chosen as the least stable of them? Choose (1).

(1)
A molecular structure, C2H4N2O3, computed with ωB97M-V with the def2-TZVPD basis set.

lowest unoccupied orbital energy: 0.132 eV
gap between HOMO and LUMO: 10.7 eV

Each line ends with the Mulliken charge.
Positions of all 11 atoms, in Å:
C -0.63 -0.42 -0.08  0.649
C -1.72 0.50 0.07  -0.942
N -0.36 -1.58 -0.09  -0.431
N 2.08 0.28 0.05  1.192
O 2.16 -0.94 0.04  -0.700
O 3.01 1.03 0.21  -0.598
O 0.89 0.73 -0.12  -0.538
H -1.44 1.52 0.06  0.346
H -2.36 0.11 0.96  0.262
H -2.27 0.51 -0.77  0.335
H 0.63 -1.74 -0.31  0.427

(2)
C2H4N2O3 in the gas phase, computed with ωB97M-V with the def2-TZVPD basis set.

lowest unoccupied orbital energy: 0.058 eV
gap between HOMO and LUMO: 9.6 eV

Each line ends with the Mulliken charge.
Positions of all 11 atoms, in Å:
C -0.17 0.36 0.10  0.373
C -1.47 0.91 -0.53  0.079
H 1.28 -1.28 2.01  0.372
H -1.03 -1.17 0.95  0.271
H -1.21 1.63 -1.29  0.393
H 2.29 -0.47 -0.42  0.377
N -0.18 -0.74 1.05  -0.250
N 0.71 0.78 -0.74  -0.226
O 1.16 -1.44 1.08  -0.431
O -2.53 0.15 -0.34  -0.564
O 1.97 0.47 -0.85  -0.393

What should be chosen as the least stable of them? Choose (2).

(1)
2 unconnected molecules or ions with the total composition C6H14NS, computed with ωB97M-V with the def2-TZVPD basis set.

charge: +1
lowest unoccupied orbital energy: -3.453 eV
gap between HOMO and LUMO: 9.5 eV

Each line ends with the Mulliken charge.
Positions of all 22 atoms, in Å:
C 2.31 -1.29 0.09  -0.821
C 2.31 -0.31 -0.81  -0.105
C 1.25 -0.17 -1.82  -0.062
C 1.05 0.93 -2.56  -0.826
H 1.55 -2.07 0.08  0.274
H 3.10 -1.39 0.82  0.305
H 3.11 0.42 -0.83  0.317
H 0.60 -1.02 -1.97  0.332
H 0.29 0.93 -3.33  0.300
H 1.70 1.80 -2.48  0.315
C -1.36 0.06 0.50  -0.208
C -2.28 0.11 1.72  -0.943
S -3.48 -1.25 1.68  -0.156
N -0.22 1.04 0.64  -0.217
H -1.90 0.36 -0.40  0.313
H -0.94 -0.93 0.34  0.268
H -2.91 1.00 1.66  0.384
H -1.72 0.14 2.65  0.431
H -2.66 -2.21 2.13  0.146
H 0.06 1.34 -0.31  0.234
H 0.63 0.62 1.02  0.330
H -0.49 1.87 1.18  0.388

(2)
A gas-phase ion, C6H14NS (charge +1), computed with ωB97M-V with the def2-TZVPD basis set.

charge: +1
lowest unoccupied orbital energy: -2.940 eV
gap between HOMO and LUMO: 9.8 eV

Each line ends with the Mulliken charge.
Positions of all 22 atoms, in Å:
C 0.65 -0.73 -1.74  -0.898
C -1.34 0.57 -1.52  -0.658
C 0.09 0.23 -0.58  -0.018
C 1.03 1.53 -0.27  -1.300
C 0.84 -1.32 1.16  -0.766
C -1.04 0.25 1.76  -1.015
N -0.29 -0.54 0.63  0.212
S -0.96 -0.85 -2.63  -0.070
H 1.31 -0.09 -2.29  0.420
H 1.11 -1.52 -1.27  0.517
H -2.32 0.36 -0.96  0.306
H -1.48 1.49 -2.09  0.425
H 0.68 2.06 0.66  0.354
H 1.05 2.28 -1.05  0.406
H 2.00 1.16 -0.19  0.427
H 0.90 -1.20 2.29  0.314
H 0.85 -2.46 1.04  0.322
H 1.79 -1.08 0.68  0.358
H -0.45 0.73 2.53  0.411
H -1.79 0.81 1.22  0.372
H -1.62 -0.48 2.36  0.407
H -1.01 -1.19 0.25  0.474

What should be chosen as the least stable of them? Choose (2).

(1)
A molecular structure, C8H24O8, computed with ωB97M-V with the def2-TZVPD basis set.

lowest unoccupied orbital energy: 0.160 eV
gap between HOMO and LUMO: 9.1 eV

Each line ends with the Mulliken charge.
Positions of all 40 atoms, in Å:
C -0.25 -0.99 -3.37  -0.589
C 0.28 0.43 -3.28  0.571
O 1.73 0.57 -3.29  -0.591
O 0.07 -1.39 -4.64  -0.512
H -1.34 -0.91 -3.29  0.394
H -0.05 -1.72 -2.58  0.291
H -0.08 0.91 -2.37  -0.465
H -0.22 1.05 -4.03  0.345
H 2.08 1.37 -2.91  0.357
H -0.38 -2.24 -4.65  0.393
C 0.86 -0.84 3.50  -0.495
C 0.12 0.46 4.15  -0.520
O -1.19 0.64 3.67  -0.548
O 0.99 -0.73 2.10  -0.366
H 0.47 -1.84 3.70  0.367
H 1.83 -0.82 4.01  0.359
H 0.67 1.39 3.97  0.266
H 0.04 0.36 5.23  0.422
H -1.19 1.11 2.83  0.348
H 1.73 -0.14 1.95  0.422
C -1.99 -1.62 -0.19  -1.012
C -1.18 -1.16 0.94  -0.174
O 0.18 -1.63 0.74  -0.820
O -1.44 -0.95 -1.38  -0.459
H -3.00 -1.32 0.09  0.382
H -2.18 -2.68 -0.31  0.348
H -1.62 -1.48 1.88  0.469
H -1.06 -0.08 1.05  0.046
H 0.63 -1.55 1.58  0.553
H -0.67 -1.46 -1.62  0.017
C 0.64 1.02 -0.25  0.779
C 0.15 2.37 -0.72  -0.733
O -0.20 3.23 0.36  -0.621
O 1.84 0.80 -0.82  -0.614
H -0.11 0.24 -0.41  -0.247
H 0.88 0.89 0.80  0.259
H -0.74 2.34 -1.35  0.328
H 0.97 2.90 -1.20  0.322
H 0.60 3.58 0.77  0.333
H 2.10 -0.11 -0.67  0.392

(2)
4 unconnected molecules or ions with the total composition C8H24O8, computed with ωB97M-V with the def2-TZVPD basis set.

lowest unoccupied orbital energy: 0.496 eV
gap between HOMO and LUMO: 10.2 eV

Each line ends with the Mulliken charge.
Positions of all 40 atoms, in Å:
C -2.19 -1.69 2.41  -0.217
C -1.06 -2.07 3.38  -0.519
O -1.46 -2.01 4.72  -0.542
O -1.95 -2.17 1.00  -0.601
H -2.49 -0.69 2.50  0.190
H -3.33 -2.04 2.54  0.314
H -0.07 -1.78 3.19  0.413
H -0.99 -3.10 3.45  0.302
H -0.96 -1.32 5.09  0.320
H -2.18 -3.02 1.10  0.318
C 1.27 -0.16 0.76  -0.292
C 0.47 0.37 -0.38  -0.188
O -0.91 0.40 -0.03  -0.463
O 2.63 -0.18 0.40  -0.548
H 1.07 -1.13 1.13  0.232
H 1.13 0.58 1.62  0.246
H 0.37 -0.43 -1.17  0.233
H 0.90 1.31 -0.90  0.261
H -1.02 -0.55 0.06  0.200
H 2.71 -0.99 -0.17  0.278
C -2.86 3.18 1.30  -0.384
C -1.78 4.03 0.83  -0.086
O -1.52 5.15 1.73  -0.557
O -3.10 2.13 0.35  -0.543
H -3.73 3.72 1.65  0.382
H -2.60 2.66 2.15  0.258
H -2.10 4.45 -0.22  0.176
H -0.69 3.47 0.78  0.111
H -0.65 5.63 1.39  0.333
H -2.24 1.78 -0.01  0.361
C 2.47 -2.20 -4.11  -0.339
C 3.41 -0.97 -3.58  -0.208
O 4.75 -1.23 -4.00  -0.548
O 1.07 -1.93 -3.91  -0.481
H 2.75 -3.14 -3.74  0.309
H 2.78 -2.25 -5.19  0.256
H 3.59 -1.07 -2.55  0.106
H 2.94 -0.16 -4.11  0.335
H 4.96 -0.69 -4.74  0.298
H 0.57 -1.89 -4.73  0.286

What should be chosen as the least stable of them? Choose (1).